No. 1
Density functional theory data (wB97M-V/def2-TZVPD) for one molecule with the formula C6H9N.

Computed properties:
**E_LUMO**: 0.0356 Eh
**Orbital gap**: 9.773 eV
**ΔE to the lowest compared entry with this formula, charge and spin**: 70.0 kcal per mole
**SMILES**: C=C=C(C)[C@@H]1CN1

```
! RIJCOSX wB97M-V def2-TZVPD def2/J DEFGRID3
* xyz 0 1
C 1.8092 1.9868 -0.5069
C 1.0240 1.1220 0.0761
C 0.2407 0.1565 0.4867
C -0.4814 0.1549 1.8153
C 0.1248 -0.9764 -0.5121
C -1.0073 -0.9581 -1.4689
N -0.8944 -2.0177 -0.4682
H 2.8880 1.9553 -0.3779
H 1.3985 2.7580 -1.1543
H -1.5668 0.0246 1.7005
H -0.3231 1.1020 2.3405
H -0.1248 -0.6557 2.4631
H 1.0912 -1.3331 -0.8663
H -0.8666 -1.2569 -2.5054
H -1.7540 -0.1777 -1.3207
H -1.5582 -1.8846 0.2983
*
```

List of Mulliken charges in e, atom by atom:
1 C -0.87
2 C -0.02
3 C 0.70
4 C -1.32
5 C -0.09
6 C -0.46
7 N -0.66
8 H 0.25
9 H 0.24
10 H 0.33
11 H 0.38
12 H 0.29
13 H 0.41
14 H 0.27
15 H 0.23
16 H 0.31

No. 2
Density functional theory data (wB97M-V/def2-TZVPD) for C44H39Cl2CsF7N5O4Sb as an isolated structure.

Computed properties:
**E_LUMO (spin up / spin down)**: 0.1200 / 0.0675 Eh
**Orbital gap (spin up / spin down)**: 4.689 / 3.260 eV
**ΔE to the lowest compared entry with this formula, charge and spin**: 18.6 kcal per mole

```
! RIJCOSX wB97M-V def2-TZVPD def2/J DEFGRID3
* xyz -2 2
Cs 1.1056 0.3120 0.3365
C -3.1911 -3.6436 -0.0780
C -2.3011 -2.5577 -0.1818
N -1.9454 -1.8153 0.8386
C -2.4379 -2.0994 2.0659
C -3.3279 -3.1901 2.2849
C -3.6931 -3.9563 1.1539
C -3.8169 -3.4681 3.5799
C -3.4170 -2.6650 4.6257
C -2.5748 -1.5689 4.4389
C -2.0612 -1.2254 3.1716
N -1.2081 -0.2336 2.9335
C -1.1993 0.9549 3.5686
C -2.3316 1.5781 4.1120
C -2.2863 2.8782 4.6320
C -1.1276 3.6107 4.6476
C 0.0510 3.0350 4.1239
C 1.2807 3.7285 4.0850
C 2.3956 3.1172 3.5882
C 2.2830 1.7948 3.1253
N 1.1567 1.1232 3.1219
C 0.0373 1.7163 3.5975
H -3.4614 -4.2124 -0.9606
H -1.8650 -2.3009 -1.1450
H -4.3738 -4.7917 1.2859
H -4.4949 -4.3015 3.7314
H -3.7697 -2.8869 5.6288
H -2.2716 -0.9701 5.2880
H -3.2732 1.0443 4.0722
H -3.1988 3.3171 5.0244
H -1.1018 4.6254 5.0277
H 1.3188 4.7557 4.4297
H 3.3396 3.6418 3.5201
H 3.1561 1.2609 2.7520
C -1.6358 2.9664 -5.0385
C -1.7932 3.5330 -3.6209
C -0.5707 3.2286 -2.7749
C -3.1074 3.1072 -3.0011
C -4.0991 4.0686 -2.8758
C -5.3424 3.7699 -2.3451
C -5.5924 2.4888 -1.8934
C -4.6404 1.4822 -1.9961
C -4.9347 0.1401 -1.3415
C -6.1011 -0.6049 -2.0033
C -5.2211 0.3336 0.1500
C -3.3933 1.7806 -2.6060
N -2.3805 0.8281 -2.7507
C -2.5249 -0.2306 -3.5291
C -3.6356 -0.4345 -4.3970
C -3.6807 -1.4828 -5.2826
C -2.6371 -2.4033 -5.3454
C -1.5323 -2.2585 -4.5108
C -1.4724 -1.2013 -3.6349
F -0.3542 -1.1009 -2.8956
H -0.7434 3.3798 -5.5161
H -2.5038 3.2123 -5.6568
H -1.5309 1.8792 -5.0145
H -1.8516 4.6195 -3.7052
H -0.4572 2.1573 -2.6152
H -0.6433 3.7224 -1.8104
H 0.3161 3.6060 -3.2776
H -3.8756 5.0835 -3.1817
H -6.0954 4.5431 -2.2526
H -6.5503 2.2655 -1.4363
H -4.0453 -0.4809 -1.4172
H -7.0099 0.0030 -1.9809
H -6.2978 -1.5360 -1.4658
H -5.8848 -0.8549 -3.0401
H -6.1483 0.8941 0.3009
H -4.4072 0.8759 0.6345
H -5.3235 -0.6336 0.6431
H -4.4331 0.2939 -4.3640
H -4.5318 -1.5900 -5.9437
H -2.6699 -3.2193 -6.0552
H -0.7073 -2.9580 -4.5384
Cl 5.5078 0.7369 -1.3427
C 3.9785 1.0663 -2.1903
Cl 2.9812 2.2181 -1.2983
H 3.4479 0.1228 -2.2740
H 4.2220 1.4970 -3.1534
F 0.4939 3.8363 1.0099
Sb 0.7840 5.6816 0.6480
F -0.8475 5.7446 -0.3151
F 1.6990 5.2136 -0.9463
F 1.0555 7.5191 0.2424
F 2.4323 5.6724 1.5864
F -0.1054 6.1524 2.2511
O 2.9935 -1.6908 -1.6963
C 3.4296 -1.8567 -0.5340
O 3.0459 -1.2999 0.5163
C 4.5970 -2.8375 -0.3950
C 5.5053 -2.9854 -1.4345
C 6.5973 -3.8359 -1.3101
C 6.7729 -4.5746 -0.1541
C 5.8418 -4.4424 0.8656
C 4.7677 -3.5714 0.7697
N 6.0143 -5.2482 2.0779
O 5.0807 -5.3373 2.8487
O 7.0886 -5.8042 2.2509
H 5.3395 -2.4187 -2.3414
H 7.3135 -3.9271 -2.1172
H 7.6064 -5.2488 -0.0254
H 4.0755 -3.4474 1.5914
*
```

Mulliken population analysis, charges in e, atoms 1 to 99:
1 Cs 1.04
2 C -0.64
3 C -0.25
4 N 0.06
5 C -0.15
6 C 1.33
7 C -0.89
8 C -1.03
9 C -0.66
10 C -0.32
11 C -0.22
12 N 0.00
13 C -0.05
14 C -0.23
15 C -0.92
16 C -0.96
17 C 1.61
18 C -0.84
19 C -0.63
20 C -0.46
21 N -0.62
22 C 0.14
23 H 0.43
24 H 0.43
25 H 0.36
26 H 0.32
27 H 0.34
28 H 0.46
29 H 0.45
30 H 0.33
31 H 0.34
32 H 0.31
33 H 0.35
34 H 0.54
35 C -1.43
36 C 0.44
37 C -1.33
38 C 0.98
39 C -0.98
40 C -1.41
41 C -0.49
42 C 0.33
43 C 1.95
44 C -1.61
45 C -1.79
46 C 0.27
47 N 0.08
48 C 0.20
49 C -0.55
50 C -0.91
51 C -0.43
52 C -0.63
53 C 0.26
54 F -0.08
55 H 0.45
56 H 0.31
57 H 0.20
58 H 0.60
59 H 0.13
60 H 0.21
61 H 0.48
62 H 0.35
63 H 0.37
64 H 0.31
65 H -0.61
66 H 0.30
67 H 0.46
68 H 0.32
69 H 0.36
70 H 0.44
71 H 0.42
72 H 0.78
73 H 0.42
74 H 0.39
75 H 0.51
76 Cl -0.21
77 C -0.05
78 Cl -0.06
79 H -0.07
80 H 0.40
81 F -0.44
82 Sb 2.55
83 F -0.63
84 F -0.59
85 F -0.59
86 F -0.59
87 F -0.58
88 O -0.78
89 C 0.18
90 O -0.87
91 C 0.18
92 C -0.42
93 C -0.57
94 C -0.45
95 C 0.12
96 C -0.16
97 N 0.99
98 O -0.59
99 O -0.63

No. 3
Density functional theory data (wB97M-V/def2-TZVPD) for C11H18AlClIN2O2P as an isolated structure.

Computed properties:
**E_LUMO**: -0.3231 Eh
**Orbital gap**: 5.982 eV

```
! RIJCOSX wB97M-V def2-TZVPD def2/J DEFGRID3
* xyz 2 1
C 4.7582 -0.1810 -1.5303
C 3.4238 -0.2054 -1.9908
H 5.4673 0.0450 -2.3510
H 4.9716 -1.1562 -1.0644
H 4.8454 0.5935 -0.7438
O 2.5613 -0.1775 -2.7826
I 1.1429 3.9047 -0.2811
Al 1.0611 1.4440 -0.1459
P 0.0411 -1.5229 -1.0760
C -1.3909 -1.8959 -2.1160
C 1.2824 -2.7367 -1.6036
H 0.2459 -2.0186 1.2858
H -0.5433 -3.3497 0.3818
H -1.4644 -1.8771 0.8031
C -0.4829 -2.2591 0.5045
H 2.1678 -2.6711 -0.9595
H 0.8351 -3.7361 -1.5010
H -1.4505 -2.9782 -2.2892
H -1.3103 -1.3713 -3.0754
H 1.5802 -2.5652 -2.6423
H -2.2980 -1.5576 -1.5976
C 0.2837 0.6660 -1.9029
O 0.0236 0.9456 -3.0139
Cl 2.5429 0.2453 0.7650
N -3.7726 2.4611 3.3786
C -2.7240 2.0224 2.6390
C -2.9000 1.2044 1.5027
C -1.8054 0.9349 0.6999
N -0.5508 1.3367 1.0318
C -0.3777 2.0373 2.1860
C -1.4170 2.3962 3.0046
H -4.7308 2.2951 3.0961
H -3.6196 3.1554 4.0921
H -3.8759 0.8013 1.2425
H -1.9134 0.3973 -0.2470
H 0.6267 2.3875 2.3945
H -1.2335 2.9857 3.9066
*
```

List of Mulliken charges in e, atom by atom:
1 C -0.92
2 C 0.80
3 H 0.37
4 H 0.36
5 H 0.37
6 O -0.17
7 I -0.07
8 Al 0.23
9 P 0.90
10 C -1.31
11 C -1.30
12 H 0.34
13 H 0.46
14 H 0.39
15 C -1.24
16 H 0.32
17 H 0.50
18 H 0.42
19 H 0.38
20 H 0.36
21 H 0.41
22 C 0.44
23 O -0.29
24 Cl -0.28
25 N -0.45
26 C 1.18
27 C -0.97
28 C -0.24
29 N 0.23
30 C -0.54
31 C -0.85
32 H 0.22
33 H 0.22
34 H 0.36
35 H 0.54
36 H 0.49
37 H 0.35

No. 4
Density functional theory data (wB97M-V/def2-TZVPD) for a 7-piece molecular cluster, C9H32O9 overall.

Computed properties:
**E_LUMO**: 0.0204 Eh
**Orbital gap**: 10.274 eV
**ΔE to the lowest compared entry with this formula, charge and spin**: 17.1 kcal per mole
**SMILES**: OCCO.OCCO.CO.CO.CO.CO.CO

```
! RIJCOSX wB97M-V def2-TZVPD def2/J DEFGRID3
* xyz 0 1
O -0.8745 2.0301 -1.1923
C 0.3027 1.5576 -0.5389
C 0.4944 0.1068 -0.8338
O 0.8138 -0.1216 -2.1892
H -0.6913 2.0126 -2.1368
H 1.1520 2.1657 -0.8860
H 0.2507 1.7453 0.5314
H -0.4655 -0.3412 -0.5433
H 1.2706 -0.3375 -0.2037
H 0.0332 -0.3709 -2.7006
O -1.8108 -2.8372 2.1944
C -2.8269 -2.1638 2.9378
C -3.1099 -0.8775 2.2094
O -1.9086 -0.1516 2.0293
H -1.4081 -3.5047 2.7569
H -3.7042 -2.8089 3.0582
H -2.4746 -1.9090 3.9446
H -3.7970 -0.2611 2.7902
H -3.5896 -1.0423 1.2369
H -1.2339 -0.8151 1.8373
C -1.0152 3.0727 3.0062
O -0.9006 4.2194 3.8408
H -0.8595 2.1742 3.6080
H -2.0075 3.0041 2.5497
H -0.2962 3.1501 2.1986
H -1.5991 4.1789 4.4993
C 1.3889 -3.5126 0.7958
O 1.2397 -4.8229 0.3079
H 0.5705 -2.8916 0.4307
H 1.4710 -3.4623 1.8862
H 2.2782 -3.0002 0.3938
H 2.1007 -5.2471 0.2988
C -2.4514 -0.7094 -3.2678
O -1.4071 0.0368 -3.9181
H -3.3449 -0.1002 -3.1438
H -2.6976 -1.6125 -3.8253
H -2.1021 -1.0133 -2.2809
H -1.3316 -0.2616 -4.8286
C 3.2894 1.7874 1.5049
O 3.2141 0.7966 2.5273
H 3.6021 1.2847 0.5966
H 2.3168 2.2609 1.3445
H 3.9812 2.5799 1.8013
H 3.0193 1.2298 3.3632
C 2.5938 1.0432 -4.9158
O 2.5317 -0.2688 -4.3957
H 1.9765 1.7450 -4.3431
H 3.6155 1.4423 -4.8759
H 2.2512 1.0404 -5.9498
H 2.1496 -0.2198 -3.5110
*
```

List of Mulliken charges in e, atom by atom:
1 O -0.58
2 C -0.10
3 C 0.06
4 O -0.52
5 H 0.31
6 H 0.27
7 H -0.09
8 H -0.03
9 H 0.19
10 H 0.32
11 O -0.48
12 C -0.38
13 C -0.48
14 O -0.39
15 H 0.28
16 H 0.36
17 H 0.29
18 H 0.32
19 H 0.23
20 H 0.26
21 C -0.30
22 O -0.57
23 H 0.24
24 H 0.28
25 H 0.07
26 H 0.30
27 C -0.38
28 O -0.52
29 H 0.01
30 H 0.27
31 H 0.32
32 H 0.31
33 C -0.38
34 O -0.47
35 H 0.22
36 H 0.35
37 H 0.04
38 H 0.28
39 C -0.36
40 O -0.51
41 H 0.19
42 H 0.05
43 H 0.38
44 H 0.29
45 C -0.57
46 O -0.54
47 H 0.20
48 H 0.25
49 H 0.24
50 H 0.47